No. 1
This record from OMol25 describes an isolated molecule of C3H5N3. The level of theory is ωB97M-V/def2-TZVPD.

Geometry (Å):
C (-1.73, -0.23, -0.33)
C (-0.39, -0.03, -0.34)
N (0.41, -0.86, 0.42)
N (1.49, -0.08, 0.89)
N (1.63, 0.95, -0.01)
C (0.56, 1.01, -0.74)
H (-0.14, -1.41, 1.08)
H (-2.15, -0.60, 0.60)
H (-2.42, 0.01, -1.12)
H (2.35, -0.62, 0.95)
H (0.39, 1.86, -1.38)

Summary:
SMILES: C=C1C=NNN1
Energy: -7659.33847 eV
E_HOMO: -7.5788 eV
Orbital gap: 8.53 eV
Relative energy (zero: lowest compared OMol25 entry of this formula, charge and spin): 3.117 eV
E_LUMO: 0.0351 Ha

Here are the natural (NBO) charges for atoms 1 to 4, given in e: -0.5726, 0.1182, -0.4353, -0.2739

=====

No. 2
This record from OMol25 describes an isolated molecule of C3H5N3. The level of theory is ωB97M-V/def2-TZVPD.

Geometry (Å):
N (1.53, 0.12, -0.68)
C (0.31, 0.04, -0.04)
C (-0.19, 0.90, 0.86)
C (-2.41, -0.25, 0.55)
N (-1.72, -1.07, -0.01)
N (-0.45, -1.07, -0.44)
H (2.10, 0.90, -0.38)
H (1.57, -0.06, -1.67)
H (0.11, 1.93, 0.90)
H (-0.79, 0.52, 1.68)
H (-0.06, -1.95, -0.76)

Summary:
Energy: -7658.80728 eV
E_HOMO: -8.3315 eV
Orbital gap: 9.03 eV
Relative energy (zero: lowest compared OMol25 entry of this formula, charge and spin): 3.648 eV
E_LUMO: 0.0256 Ha

Here are the natural (NBO) charges for atoms 1 to 4, given in e: -0.8075, 0.3507, -0.6136, 0.2708